# 1
Entry from OMol25: C26H36AsN4NaO as an isolated structure (ωB97M-V/def2-TZVPD).

Geometry as XYZ:
```
69
Properties=species:S:1:pos:R:3:nbo_charge:R:1
As -0.38 -0.87 -2.17 0.85
Na -0.16 0.58 0.26 0.85
O -2.05 0.44 0.96 -0.71
N 1.14 1.91 1.80 -0.43
N -3.61 -0.74 2.05 -0.82
N -0.08 2.79 -0.54 -0.47
N 1.54 -0.67 2.85 -0.43
C 1.33 1.70 3.10 0.20
C -2.95 -2.34 -1.65 -0.61
C 0.21 -1.20 5.22 -0.16
C -1.86 2.46 -2.14 -0.66
C 0.70 -2.23 4.44 -0.25
C 2.05 3.95 3.44 -0.16
C 0.24 3.77 -2.69 -0.25
C 1.87 4.10 -0.97 -0.25
C 1.36 -1.93 3.25 0.26
C 1.86 4.17 2.09 -0.24
C 1.21 0.43 -4.40 -0.62
C -1.59 -1.91 1.39 -0.53
C 1.39 3.12 1.30 0.19
C 1.92 -3.01 2.38 -0.65
C 1.03 -2.26 -2.26 -0.70
C 0.40 0.11 4.80 -0.26
C -2.41 -0.64 1.42 0.71
C 1.08 0.32 3.61 0.17
C 1.77 2.70 3.96 -0.24
C -0.51 3.02 -1.78 0.26
C 0.60 -3.60 -2.84 -0.62
C 1.07 3.34 -0.13 0.17
C -0.50 -1.92 0.31 -0.91
C 1.45 4.30 -2.28 -0.15
C -2.04 -1.80 -2.74 -0.70
C -0.09 -0.32 -4.14 -0.75
H 0.24 -3.49 -3.86 0.20
H -1.77 -2.59 -3.43 0.21
H 2.07 4.86 -2.97 0.22
H -2.58 -1.04 -3.31 0.21
H -3.88 -2.72 -2.08 0.19
H -0.15 -1.20 -4.79 0.19
H 1.85 -1.84 -2.86 0.20
H -0.11 3.93 -3.70 0.22
H -0.33 -1.40 6.14 0.22
H 1.92 2.48 5.01 0.22
H -4.19 0.07 2.12 0.40
H 0.02 0.94 5.37 0.22
H 2.81 4.50 -0.62 0.22
H -2.59 3.27 -2.20 0.22
H 2.08 -0.23 -4.29 0.20
H 2.40 4.74 4.08 0.22
H 2.31 -2.58 1.47 0.24
H 1.24 0.85 -5.41 0.20
H -2.47 -3.16 -1.10 0.21
H -0.20 -4.03 -2.24 0.20
H 1.43 -4.31 -2.85 0.20
H -1.83 1.95 -3.11 0.23
H -0.94 0.32 -4.41 0.19
H -3.20 -1.56 -0.93 0.20
H 1.33 1.25 -3.69 0.19
H 0.38 -1.37 0.68 0.14
H 0.56 -3.26 4.74 0.22
H -0.18 -2.96 0.19 0.18
H 2.05 5.13 1.64 0.22
H 1.16 -3.75 2.14 0.23
H -3.95 -1.61 2.41 0.39
H -2.17 1.76 -1.37 0.25
H 1.42 -2.40 -1.25 0.22
H -1.18 -2.00 2.41 0.20
H -2.27 -2.75 1.25 0.21
H 2.73 -3.53 2.90 0.22
```

relative energy (zero: lowest compared OMol25 entry of this formula, charge and spin): 0.412 eV
gap between HOMO and LUMO: 5.4 eV
highest occupied orbital energy: -5.174 eV
energy: -100809.264 eV
2S+1: 1

=====

# 2
Entry from OMol25: C26H36ErN3O4P2 as an isolated structure (ωB97M-V/def2-TZVPD).

Geometry as XYZ:
```
72
Properties=species:S:1:pos:R:3:mulliken_charge:R:1
Er -1.07 -0.20 -0.53 -0.57
P 0.14 -2.13 -1.87 1.53
P -2.69 -0.10 1.57 1.44
O -0.85 -4.54 0.97 -0.59
O -2.69 -3.77 2.75 -0.70
O 0.19 1.70 -1.01 -0.92
O 2.27 -1.07 1.94 -0.69
N 0.93 0.19 0.49 0.30
N 2.94 1.02 1.08 0.10
N -2.71 -2.05 -0.84 0.31
C 1.52 5.43 2.89 -0.41
C -4.86 -3.06 -0.33 -1.26
C 3.59 3.73 -1.24 -0.20
C 4.68 1.58 -2.67 -0.94
C -3.57 -3.83 -2.20 -0.97
C 5.05 2.89 -2.99 -0.47
C 4.51 3.96 -2.28 -0.86
C -4.72 -3.91 -1.41 -0.36
C 0.96 -1.21 -3.21 -1.43
C 2.02 3.28 1.17 -0.86
C 1.18 -3.56 -1.54 -1.40
C 2.08 -0.07 1.28 -0.26
C 0.73 3.79 1.28 -0.02
C -3.47 1.53 1.26 -1.39
C 3.25 2.42 -0.91 -0.38
C -1.33 -2.85 -2.75 -1.41
C -2.59 -2.89 -1.88 0.92
C 3.79 1.34 -1.62 -0.15
C -3.92 -1.32 1.16 -1.68
C 3.07 3.86 1.89 -0.03
C 0.47 4.86 2.16 -0.93
C -2.36 -0.20 3.36 -1.29
C 1.08 1.35 -0.15 -0.87
C 2.35 2.08 0.28 3.72
C 2.82 4.93 2.76 -0.91
C -3.83 -2.12 -0.02 1.24
H -3.38 -4.51 -3.03 0.40
H -3.23 -3.04 2.37 0.35
H 1.47 -4.02 -2.49 0.46
H 1.21 -1.91 -4.01 0.49
H 3.76 1.10 1.66 0.23
H -2.12 -1.23 3.63 0.30
H 5.77 3.08 -3.79 0.38
H 4.09 3.49 1.77 0.35
H -3.25 0.16 3.90 0.42
H -2.74 2.34 1.44 0.34
H 3.16 4.56 -0.68 0.44
H -3.83 1.58 0.23 0.32
H -0.34 -1.74 1.36 0.08
H -0.55 5.23 2.25 0.42
H -0.51 -2.19 0.76 0.11
H 1.32 6.27 3.56 0.39
H -2.23 0.51 -1.88 -0.22
H 5.10 0.73 -3.21 0.40
H 0.29 -0.42 -3.60 0.39
H -3.34 -4.43 3.07 0.29
H 1.87 -0.74 -2.81 0.26
H 3.54 0.32 -1.32 0.55
H -1.05 -3.88 -3.04 0.51
H 3.65 5.36 3.32 0.38
H 4.80 4.99 -2.50 0.41
H -4.84 -1.40 1.75 0.15
H -1.50 0.45 3.58 0.36
H -1.57 -4.35 1.63 0.33
H -4.31 1.63 1.96 0.47
H 2.07 -3.20 -1.00 0.35
H -5.48 -4.65 -1.64 0.40
H 0.64 -4.27 -0.90 0.28
H -0.07 3.37 0.67 0.50
H -0.12 -4.90 1.51 0.30
H -5.72 -3.09 0.35 0.39
H -1.51 -2.28 -3.68 0.41
```

gap between HOMO and LUMO (alpha / beta): 7.1 / 7.1 eV
expectation value of S²: 3.75
highest occupied orbital energy (alpha / beta): -6.467 / -6.467 eV
energy: -86406.945 eV
2S+1: 4

=====

# 3
Entry from OMol25: one molecule with the formula C26H36FN5O6 (ωB97M-V/def2-TZVPD).

Geometry as XYZ:
```
74
Properties=species:S:1:pos:R:3:nbo_charge:R:1
F -4.77 -0.86 0.72 -0.31
O -1.18 -4.62 0.09 -0.51
O -2.62 -2.01 1.82 -0.62
O 0.41 -3.54 1.25 -0.62
O -1.89 2.51 -0.58 -0.65
O 3.35 -2.93 -0.29 -0.64
O 1.57 0.20 -2.33 -0.63
N -0.18 1.31 -1.41 -0.64
N -1.00 0.85 0.72 -0.44
N -2.80 -2.55 -0.39 -0.63
N -0.01 -0.82 2.03 -0.80
N 2.03 -1.16 0.17 -0.45
C -2.59 -0.92 -2.17 -0.22
C -2.11 -4.27 1.11 -0.18
C 2.32 -2.31 -0.49 0.72
C -3.17 -1.32 -0.96 0.10
C 1.27 -2.85 -1.45 -0.47
C 3.71 0.63 0.56 -0.40
C -1.08 1.62 -0.43 0.82
C 0.06 -4.12 0.25 0.82
C -4.24 2.43 -2.79 -0.64
C 4.49 0.36 -0.72 -0.41
C 0.92 -0.32 -0.10 -0.15
C 0.86 0.37 -1.36 0.64
C -0.04 -0.12 0.87 0.48
C -1.42 4.26 2.17 -0.62
C 5.21 1.60 -1.26 -0.39
C -2.56 -2.81 0.91 0.67
C -2.95 0.27 -2.77 -0.22
C -4.48 0.71 -0.99 -0.27
C -0.50 3.14 2.62 -0.39
C 0.89 -4.27 -0.99 -0.51
C 3.02 -0.62 1.10 -0.22
C -1.24 1.85 2.98 -0.41
C 6.36 2.05 -0.37 -0.61
C -3.89 1.11 -2.18 0.04
C -4.13 -0.49 -0.40 0.38
C -1.93 1.18 1.79 -0.25
H 0.40 -2.20 -1.50 0.21
H 0.52 -1.68 1.98 0.44
H 6.01 2.39 0.60 0.20
H 1.81 -4.80 -0.76 0.27
H 3.79 0.01 -1.49 0.23
H -2.66 1.87 1.36 0.25
H 0.24 2.94 1.84 0.19
H -0.89 -0.92 2.52 0.42
H -2.01 2.07 3.73 0.21
H 1.73 -2.90 -2.44 0.25
H -0.25 1.85 -2.26 0.43
H -2.20 4.44 2.91 0.20
H 7.07 1.24 -0.22 0.20
H -3.63 3.19 -2.31 0.25
H -2.49 0.55 -3.70 0.22
H 4.38 0.99 1.34 0.21
H 4.49 2.41 -1.37 0.19
H -2.96 -4.95 1.01 0.22
H 5.60 1.36 -2.25 0.20
H -1.89 4.02 1.22 0.23
H -2.56 -3.28 -1.05 0.41
H 0.33 -4.81 -1.75 0.23
H -1.66 -4.37 2.10 0.23
H -5.22 1.33 -0.51 0.23
H 6.90 2.88 -0.84 0.21
H 2.52 -0.39 2.04 0.20
H 2.96 1.41 0.38 0.19
H -1.86 -1.56 -2.64 0.22
H -2.45 0.28 2.11 0.23
H 0.06 3.47 3.51 0.21
H 5.21 -0.44 -0.54 0.20
H -5.28 2.67 -2.64 0.22
H -0.86 5.19 2.04 0.21
H -0.52 1.16 3.43 0.21
H 3.75 -1.41 1.26 0.24
H -4.02 2.44 -3.86 0.22
```

gap between HOMO and LUMO: 8.8 eV
highest occupied orbital energy: -8.308 eV
energy: -50003.345 eV
2S+1: 1

=====

# 4
Entry from OMol25: C26H36N10ORbSSe as an isolated structure (ωB97M-V/def2-TZVPD).

Geometry as XYZ:
```
76
Properties=species:S:1:pos:R:3:mulliken_charge:R:1
Rb -0.83 0.57 -1.20 1.25
Se -0.13 2.90 0.86 -0.72
S -2.84 -1.24 0.45 -0.41
O 0.35 1.79 -3.08 -0.58
N -1.97 -1.83 -2.50 0.00
N 1.60 3.58 -2.49 -0.28
N 0.17 -3.05 -0.29 0.20
N -3.40 -3.33 -1.37 0.36
N 0.94 4.42 3.06 0.36
N 1.27 -1.05 -0.12 -0.09
N -4.36 -3.43 0.58 0.13
N 1.82 2.61 -4.58 -0.19
N -0.73 5.41 2.09 0.04
N 2.34 -3.05 0.58 0.23
C 3.53 -2.36 1.07 -0.80
C 0.72 5.62 3.75 0.74
C 1.49 1.63 -5.59 -0.77
C -1.17 -2.27 -4.71 -0.86
C 1.22 2.62 -3.37 0.55
C 2.26 -4.46 0.93 -0.73
C 3.20 -0.92 1.41 -0.71
C -0.19 8.02 4.68 -0.44
C 0.05 4.30 2.06 -0.33
C 1.29 -2.33 0.08 -0.06
C 1.99 3.47 3.40 -0.61
C -4.76 -4.54 -0.12 -0.59
C -0.34 6.25 3.13 0.29
C -4.18 -4.49 -1.32 -0.34
C -3.52 -2.66 -0.16 0.01
C -1.25 -1.49 -3.58 0.38
C 2.45 -0.30 0.24 -0.31
C 1.37 6.16 4.85 -0.52
C -4.76 -3.11 1.94 -0.86
C -2.61 -3.84 -3.62 -0.81
C -0.11 -4.36 0.28 -0.41
C -1.87 -3.47 -4.72 -0.77
C -2.63 -2.97 -2.53 1.02
C 1.16 -5.18 0.18 -0.80
C -0.83 7.47 3.58 -0.87
C 0.89 7.38 5.30 -0.69
H 1.87 3.15 4.43 0.34
H 1.16 3.60 -1.58 0.08
H 2.96 3.95 3.27 0.36
H -4.27 -5.17 -2.15 0.36
H 2.11 -4.56 2.01 0.36
H -3.14 -4.77 -3.64 0.28
H 4.32 -2.41 0.32 0.26
H -5.44 -3.90 2.27 0.32
H 2.57 -0.89 2.30 0.29
H -0.92 -4.81 -0.29 0.27
H 2.35 4.22 -2.69 0.14
H -1.66 7.97 3.11 0.40
H -0.72 -0.55 -3.50 0.02
H -1.83 -4.12 -5.58 0.42
H 3.23 -4.91 0.71 0.40
H -3.89 -3.07 2.59 0.32
H 0.43 1.65 -5.83 0.25
H 1.76 0.62 -5.28 0.22
H 2.53 3.30 -4.78 0.19
H 2.05 1.88 -6.49 0.36
H -1.47 5.54 1.43 0.21
H 4.12 -0.38 1.64 0.41
H -5.26 -2.15 1.97 0.33
H 3.88 -2.90 1.95 0.46
H 1.43 -5.30 -0.87 0.33
H 2.21 5.67 5.32 0.41
H -0.64 -2.45 -0.38 -0.27
H 3.14 -0.21 -0.61 0.24
H 1.90 2.62 2.73 -0.09
H -5.43 -5.27 0.30 0.46
H -0.57 -1.94 -5.56 0.44
H -0.53 8.97 5.07 0.40
H -0.44 -4.29 1.32 0.27
H 1.37 7.85 6.16 0.39
H 1.02 -6.17 0.62 0.38
H 2.16 0.73 0.50 -0.01
```

relative energy (zero: lowest compared OMol25 entry of this formula, charge and spin): 0.827 eV
gap between HOMO and LUMO: 8.3 eV
total charge: +1
highest occupied orbital energy: -9.920 eV
energy: -121330.930 eV
2S+1: 1